# 1
{
  "formula": "C3H7NO2S",
  "method": "ωB97M-V with the def2-TZVPD basis set",
  "elements": ["C", "O", "N", "C", "O", "C", "S", "H", "H", "H", "H", "H", "H", "H"],
  "positions_angstrom": [[1.8404, -0.7044, 0.1321], [0.7469, -0.4241, -0.7112], [0.4438, 0.9329, -0.7104], [-0.7943, 1.2916, -0.1881], [-1.3207, 2.3595, -0.2877], [-1.4959, 0.1971, 0.5968], [-2.2240, -1.1002, -0.5116], [1.8350, -1.7511, 0.4403], [1.7084, -0.1748, 1.0988], [2.8557, -0.4716, -0.3050], [0.8018, 1.4074, -1.4998], [-2.3164, 0.7231, 1.0501], [-0.8401, -0.2542, 1.2867], [-1.2406, -2.0312, -0.3910]],
  "smiles": "CONC(=O)CS",
  "total_charge": 0,
  "orbital_gap_ev": 9.76,
  "e_homo_ev": -9.129,
  "max_force_ha_per_bohr": 0.0362,
  "mol_weight_g_mol": 121.16
}

---

# 2
{
  "formula": "C24H49N10O15",
  "method": "ωB97M-V with the def2-TZVPD basis set",
  "elements": ["C", "C", "C", "C", "C", "C", "N", "O", "C", "C", "C", "H", "H", "H", "H", "H", "H", "H", "H", "H", "H", "H", "H", "H", "H", "H", "H", "H", "H", "N", "C", "C", "C", "C", "H", "H", "H", "H", "H", "N", "C", "C", "C", "C", "H", "H", "H", "H", "H", "C", "N", "O", "O", "H", "H", "H", "C", "N", "O", "O", "H", "H", "H", "C", "N", "O", "O", "H", "H", "H", "C", "N", "O", "O", "H", "H", "H", "C", "N", "O", "O", "H", "H", "H", "C", "N", "O", "O", "H", "H", "H", "C", "N", "O", "O", "H", "H", "H"],
  "positions_angstrom": [[-2.5815, 1.6227, -1.5087], [-2.2715, 1.5987, -0.0047], [-3.2825, 0.7057, 0.6173], [-2.9405, -0.8363, 0.5323], [-1.4925, -1.0723, 0.9083], [-0.4465, -0.2983, 0.0373], [-0.7825, 1.1417, 0.0383], [0.1735, 1.9677, 0.0753], [-0.3735, -0.9483, -1.3547], [0.9255, -0.6043, 0.5823], [-2.3675, 3.0017, 0.5833], [-2.5995, 0.5457, -2.0577], [-1.7945, 2.2077, -2.0177], [-3.3895, 2.0267, -2.0127], [-4.3735, 1.0377, 0.1833], [-3.3795, 0.8577, 1.7663], [-3.0405, -1.0823, -0.4737], [-3.6435, -1.1953, 1.3593], [-1.0935, -2.1343, 0.9043], [-1.3635, -0.9493, 1.8473], [-1.3195, -0.9003, -2.1077], [-0.1975, -2.2143, -1.4897], [0.2435, -0.4783, -2.1777], [0.9415, -0.5153, 1.8323], [1.7265, 0.1237, 0.0603], [1.0745, -1.6913, 0.4993], [-1.8805, 2.8987, 1.6913], [-3.3395, 3.5637, 0.2783], [-1.5575, 3.6307, 0.0203], [-2.4655, -1.2663, 5.0933], [-3.6685, -1.5103, 4.6073], [-4.3675, -2.5133, 5.4843], [-3.3225, -2.8983, 6.5273], [-2.0995, -2.0703, 6.2203], [-1.7495, -0.4753, 4.6823], [-4.1705, -1.0483, 3.7213], [-5.4415, -2.6683, 5.4133], [-3.5295, -3.6953, 7.3463], [-0.9895, -2.0253, 6.7263], [6.5405, 0.0167, 0.9223], [6.5725, 0.8967, -0.2047], [5.4315, 0.5117, -1.0047], [4.7715, -0.8713, -0.2667], [5.6835, -1.0373, 0.9143], [7.2375, 0.2147, 1.7333], [7.2715, 1.5637, -0.3967], [5.0625, 0.9937, -1.8587], [3.8245, -1.3473, -0.5157], [5.4375, -1.6073, 1.7603], [2.5445, -1.7843, -4.3777], [3.7725, -2.3653, -4.0457], [4.8055, -2.1943, -4.7127], [3.9285, -2.9093, -2.9527], [2.0285, -2.2593, -5.2137], [2.5625, -0.9663, -4.9867], [1.7745, -1.7053, -3.5727], [-1.9425, -0.8553, -6.2357], [-0.5215, -0.7813, -5.7527], [-0.2835, -1.1433, -4.6097], [0.3245, -0.3003, -6.5307], [-2.1845, 0.1167, -6.8277], [-2.8095, -1.0543, -5.5727], [-1.8735, -1.6993, -6.8817], [2.2015, -4.5393, 3.0383], [2.7935, -3.3793, 3.5443], [2.7905, -2.3233, 2.9023], [3.2565, -3.4653, 4.6503], [1.6415, -5.1643, 3.7473], [2.9505, -4.9953, 2.5543], [1.5055, -4.3093, 2.2783], [0.8655, 2.9117, -4.2097], [1.6275, 2.2927, -3.1217], [1.8855, 1.0567, -3.1867], [2.2225, 3.0527, -2.5037], [0.2975, 3.7587, -3.9457], [0.0505, 2.2037, -4.4487], [1.3865, 3.0227, -5.0427], [0.7235, 2.6797, 3.9243], [-0.3655, 1.7567, 3.8193], [-0.0375, 0.5597, 3.5833], [-1.5275, 2.0967, 3.8463], [1.5355, 2.2207, 4.4543], [0.5285, 3.7617, 4.4303], [1.3615, 2.5057, 3.1293], [-1.6735, -4.5843, -3.2787], [-2.5965, -3.5603, -2.7017], [-2.8705, -3.7763, -1.4957], [-2.7715, -2.4893, -3.2977], [-1.7675, -5.4913, -2.8537], [-0.6725, -4.0203, -3.3307], [-1.9985, -4.9563, -4.4827], [-0.9565, 7.9217, 1.6833], [-1.0385, 6.7577, 2.7143], [-1.0855, 5.7397, 2.1043], [-1.3345, 6.9947, 3.8373], [-0.2535, 7.4137, 0.9733], [-0.5405, 8.7627, 2.1833], [-1.8645, 8.3147, 1.2603]],
  "total_charge": 1,
  "orbital_gap_ev": 3.45,
  "e_homo_ev": -9.538,
  "max_force_ha_per_bohr": 0.1933,
  "mol_weight_g_mol": 717.71
}

---

For reference, electronic energy by record: -19642.82609; -71253.67502 eV.
For reference, energy relative to the best compared isomer or geometry (same formula, charge and spin) by record: 268.1; 170.6 kJ/mol.